Record 1
{"formula": "C43H37N3O3S2SiTi", "method": "ωB97M-V/def2-TZVPD", "s2": 0.766, "charge": 1, "multiplicity": 2, "fmax_ev_per_a": 3.491, "homo_lumo_gap_ev": [5.95, 6.78], "symbols": ["Ti", "S", "C", "C", "C", "C", "C", "C", "N", "C", "C", "C", "C", "C", "C", "C", "C", "N", "C", "C", "C", "C", "C", "S", "C", "H", "H", "H", "H", "H", "H", "H", "H", "H", "H", "H", "H", "O", "C", "C", "O", "O", "C", "C", "C", "C", "C", "C", "C", "C", "C", "C", "C", "C", "H", "H", "H", "H", "H", "H", "H", "H", "H", "H", "H", "C", "Si", "C", "C", "N", "C", "C", "C", "C", "C", "C", "H", "H", "H", "H", "H", "H", "H", "H", "H", "H", "H", "H", "H", "H"], "coordinates": [[0.25517, -0.18531, 0.22313], [4.99875, -3.05644, -1.38949], [6.59956, -3.64969, -1.29406], [7.44232, -2.74738, -0.72541], [6.78934, -1.54627, -0.36172], [5.45232, -1.54936, -0.64998], [4.45986, -0.50428, -0.42400], [3.09932, -0.82480, -0.40266], [2.13001, 0.06404, -0.18059], [2.48661, 1.38372, -0.10410], [3.82813, 1.79493, -0.06949], [4.09370, 3.19943, 0.05802], [3.09298, 4.10524, 0.10173], [1.72088, 3.70957, -0.02735], [0.65771, 4.60568, -0.11030], [-0.62772, 4.14124, -0.34495], [-0.80408, 2.75046, -0.44729], [0.17372, 1.86656, -0.34671], [1.43750, 2.33604, -0.13548], [-1.75774, 5.04412, -0.51651], [-1.91447, 6.31586, -0.03662], [-3.15176, 6.89896, -0.39799], [-3.91328, 6.07391, -1.16541], [-3.14307, 4.57522, -1.44939], [4.81996, 0.82184, -0.20034], [6.82091, -4.63711, -1.66566], [8.49421, -2.93692, -0.57212], [7.29837, -0.72496, 0.12322], [2.77668, -1.84719, -0.53857], [5.12679, 3.51969, 0.10302], [3.31422, 5.16053, 0.19996], [0.85010, 5.67001, -0.05580], [-1.79507, 2.35742, -0.62964], [-1.17839, 6.82604, 0.56940], [-3.45849, 7.89018, -0.09853], [-4.88957, 6.25841, -1.58440], [5.86418, 1.10326, -0.16332], [-1.85073, -0.03188, 0.24648], [-2.38063, 0.13250, 1.60466], [-1.14870, 0.27659, 2.54610], [-1.31148, 0.37742, 3.73026], [0.02467, 0.27644, 1.94941], [-3.16984, -1.11094, 2.00172], [-3.19376, -2.23578, 1.18751], [-3.95210, -3.34187, 1.55029], [-4.67765, -3.32983, 2.72928], [-4.64621, -2.20945, 3.54998], [-3.90137, -1.10070, 3.18620], [-3.29867, 1.34999, 1.68523], [-4.51314, 1.28862, 1.00137], [-5.42974, 2.32120, 1.10173], [-5.14032, 3.42820, 1.88790], [-3.92343, 3.50961, 2.54376], [-3.00107, 2.47573, 2.44277], [-2.60460, -0.16772, -0.33684], [-2.61785, -2.27413, 0.27235], [-3.96856, -4.21362, 0.90842], [-5.26944, -4.19086, 3.01119], [-5.20906, -2.19456, 4.47365], [-3.87035, -0.22663, 3.82223], [-4.77174, 0.40119, 0.43088], [-6.37706, 2.25216, 0.58279], [-5.86671, 4.22384, 1.99058], [-3.69436, 4.37490, 3.15237], [-2.07010, 2.53404, 2.99163], [2.35429, -2.20468, 2.27602], [0.77756, -3.02521, 1.60760], [-0.37831, -3.01016, 3.09882], [1.10089, -4.80681, 1.07636], [0.25742, -2.05179, 0.22711], [-0.32843, -2.41007, -0.97483], [-0.31901, -1.43997, -2.00526], [-0.93424, -1.66755, -3.22450], [-1.57766, -2.87327, -3.45824], [-1.60129, -3.83558, -2.45723], [-0.99307, -3.61536, -1.23261], [2.47912, -2.50037, 3.31984], [2.26429, -1.11810, 2.25968], [3.27048, -2.48703, 1.75292], [-0.05659, -3.80796, 3.77415], [-1.42984, -3.17715, 2.86981], [-0.29374, -2.07184, 3.64982], [1.82852, -5.26210, 1.75138], [1.49247, -4.88046, 0.05980], [0.19236, -5.40930, 1.13411], [0.24200, -0.50017, -1.85902], [-0.89558, -0.91444, -4.00118], [-2.04631, -3.06506, -4.41322], [-2.10559, -4.77710, -2.63444], [-1.04029, -4.36693, -0.45607]], "lowdin_spin": [0.773, -0.001, -0.007, 0.000, -0.007, 0.001, -0.003, 0.063, -0.004, 0.034, 0.000, 0.005, -0.011, 0.005, -0.001, 0.007, 0.004, 0.008, 0.001, 0.000, 0.002, 0.000, 0.002, 0.001, 0.065, 0.000, 0.000, 0.000, 0.003, 0.000, -0.001, 0.000, 0.000, 0.000, 0.000, 0.000, 0.003, 0.009, 0.006, 0.007, -0.001, 0.037, 0.000, 0.000, 0.000, 0.000, 0.000, 0.000, 0.000, 0.000, 0.000, 0.000, 0.000, 0.000, 0.000, 0.000, 0.000, 0.000, 0.000, 0.000, 0.000, 0.000, 0.000, 0.000, 0.000, 0.002, -0.002, 0.000, -0.001, -0.016, 0.002, 0.000, 0.002, 0.001, 0.003, 0.001, 0.000, 0.000, 0.001, 0.000, 0.000, 0.000, 0.000, 0.000, 0.000, 0.001, 0.000, 0.000, 0.000, 0.000]}

***

Record 2
{"formula": "C7H13N4", "method": "ωB97M-V/def2-TZVPD", "charge": 1, "fmax_ev_per_a": 1.964, "homo_lumo_gap_ev": [7.58, 7.56], "symbols": ["C", "C", "C", "C", "C", "C", "C", "N", "N", "N", "N", "H", "H", "H", "H", "H", "H", "H", "H", "H", "H", "H", "H", "H"], "coordinates": [[3.28666, -1.00131, 0.22600], [1.54866, 0.63945, 0.59118], [2.34185, -1.97642, 0.32603], [2.91423, 0.35760, 0.36788], [0.64099, -0.37899, 0.69084], [-2.80253, -0.70514, -0.97525], [-3.12901, 0.95503, 0.79448], [1.05493, -1.65042, 0.55817], [3.82812, 1.33009, 0.29421], [-1.79120, -1.02511, 1.07613], [-2.57416, -0.30936, 0.38748], [4.31577, -1.26449, 0.04179], [1.22680, 1.66419, 0.69078], [2.58536, -3.02403, 0.22635], [-3.82594, -0.47499, -1.26682], [-2.11877, -0.17216, -1.64265], [-2.62106, -1.77373, -1.06976], [-4.21814, 0.91573, 0.74961], [-2.81968, 1.19688, 1.81137], [-2.78664, 1.74592, 0.12432], [0.35600, -2.37863, 0.64728], [4.80275, 1.12009, 0.15020], [3.56497, 2.29253, 0.40722], [-1.65296, -0.67461, 2.02426]], "nbo_charge": [-0.319, -0.397, 0.078, 0.272, 0.050, -0.440, -0.452, -0.533, -0.743, -0.216, -0.031, 0.236, 0.221, 0.228, 0.234, 0.235, 0.245, 0.243, 0.232, 0.238, 0.422, 0.408, 0.408, 0.377]}

***

Record 3
{"formula": "C23H43LaN2O2P3", "method": "ωB97M-V/def2-TZVPD", "charge": 3, "fmax_ev_per_a": 3.273, "homo_lumo_gap_ev": 4.55, "symbols": ["La", "P", "P", "P", "H", "C", "C", "H", "C", "C", "C", "C", "C", "C", "C", "C", "C", "H", "H", "H", "H", "H", "H", "H", "H", "H", "H", "H", "H", "H", "H", "H", "H", "H", "H", "H", "H", "H", "H", "H", "H", "H", "H", "H", "H", "H", "C", "C", "C", "C", "C", "C", "O", "H", "H", "H", "H", "H", "H", "N", "C", "O", "C", "C", "C", "N", "C", "C", "H", "H", "H", "H", "H", "H"], "coordinates": [[0.28383, 0.26083, 0.30906], [1.03187, -2.14621, 1.82692], [1.63329, -0.33401, -2.07358], [-1.73445, -1.71316, -0.33971], [-1.76790, 2.26754, 1.59976], [-2.32238, 1.37745, 1.94591], [-1.90409, 0.60425, 2.97147], [-1.03285, 0.85203, 3.57875], [2.32615, -2.05392, 3.10696], [1.80030, -3.43600, 0.75465], [-0.15660, -3.23545, 2.73033], [1.01575, 1.01423, -3.18848], [3.39744, 0.07155, -2.08991], [1.49249, -1.72682, -3.24845], [-3.18996, -2.02015, 0.70915], [-1.34158, -3.38553, -0.95149], [-2.56460, -1.03818, -1.82625], [-3.28546, 1.18182, 1.45722], [-2.47267, -0.27767, 3.25115], [2.12244, -1.23905, 3.80904], [3.30949, -1.87028, 2.66280], [2.34076, -3.01231, 3.64395], [2.68881, -3.01758, 0.26485], [1.10887, -3.78306, -0.02388], [2.09268, -4.27851, 1.39919], [-0.65417, -2.66031, 3.52401], [0.44191, -4.04614, 3.17687], [-0.92789, -3.65608, 2.06903], [1.58964, 1.06415, -4.13282], [1.03286, 2.00091, -2.67806], [-0.01072, 0.67600, -3.40582], [3.73186, 0.21329, -3.12683], [3.92185, -0.76452, -1.60944], [3.55076, 0.99049, -1.50441], [2.11034, -1.53724, -4.14108], [0.44073, -1.87346, -3.54639], [1.84481, -2.62915, -2.72680], [-4.00463, -2.35332, 0.05186], [-3.49060, -1.11000, 1.24390], [-2.95516, -2.80417, 1.43872], [-2.23880, -3.78922, -1.43883], [-1.05620, -4.02848, -0.11165], [-0.52115, -3.33420, -1.68026], [-3.40681, -1.69147, -2.10301], [-1.88114, -0.95528, -2.68400], [-2.93914, -0.03602, -1.58318], [-3.05659, 1.76965, -3.71781], [-3.08229, 2.53136, -4.89927], [-4.28318, 3.20652, -5.18796], [-5.41440, 3.05381, -4.35474], [-5.44597, 1.99548, -3.44885], [-4.27637, 1.23364, -3.25874], [-1.93493, 1.68435, -2.89015], [-1.18287, 2.30698, -3.07570], [-2.15577, 2.59181, -5.47473], [-4.34097, 3.86016, -6.05402], [-6.26961, 3.73008, -4.46649], [-6.36040, 1.79257, -2.88568], [-4.34254, 0.29767, -2.72742], [4.45759, 3.58804, 5.69515], [4.86522, 2.78660, 4.64698], [6.05577, 2.56951, 4.45924], [3.82280, 2.23442, 3.71038], [2.45663, 2.53827, 3.82436], [1.54289, 1.99028, 2.92240], [1.94039, 1.14559, 1.92020], [3.27450, 0.85537, 1.79331], [4.21276, 1.36509, 2.67377], [5.18894, 3.86503, 6.33802], [3.51379, 3.59335, 6.05958], [2.07740, 3.18555, 4.60529], [0.47243, 2.22472, 2.96120], [3.55822, 0.19809, 0.96123], [5.25662, 1.06841, 2.55922]], "mulliken_charge": [1.296, 0.549, 0.590, 0.549, 0.523, -0.975, -0.447, 0.425, -1.270, -1.289, -1.206, -1.233, -1.226, -1.225, -1.170, -1.316, -1.361, 0.368, 0.356, 0.338, 0.392, 0.527, 0.377, 0.275, 0.490, 0.358, 0.508, 0.292, 0.384, 0.469, 0.266, 0.493, 0.397, 0.402, 0.467, 0.376, 0.386, 0.479, 0.245, 0.369, 0.533, 0.462, 0.211, 0.535, 0.528, 0.087, 0.825, -0.739, -0.448, -0.479, -0.631, -0.319, -0.379, 0.341, 0.434, 0.392, 0.414, 0.391, 0.351, -0.334, 0.315, -0.543, 0.876, -0.870, -0.607, -0.011, -0.235, -0.781, 0.282, 0.171, 0.354, 0.532, 0.599, 0.514]}

***

Record 4
{"formula": "C49H37MgN3O2S2", "method": "ωB97M-V/def2-TZVPD", "charge": 2, "fmax_ev_per_a": 1.330, "homo_lumo_gap_ev": 7.57, "symbols": ["Mg", "C", "C", "C", "C", "N", "C", "C", "C", "C", "C", "C", "N", "C", "C", "C", "C", "C", "N", "H", "H", "H", "H", "H", "H", "H", "H", "H", "H", "H", "C", "C", "C", "C", "C", "C", "C", "S", "O", "C", "C", "C", "C", "C", "C", "C", "C", "C", "C", "C", "C", "C", "C", "C", "C", "C", "C", "C", "C", "S", "O", "C", "C", "C", "C", "C", "C", "C", "H", "H", "H", "H", "H", "H", "H", "H", "H", "H", "H", "H", "H", "H", "H", "H", "H", "H", "H", "H", "H", "H", "H", "H", "H", "H"], "coordinates": [[0.21786, 0.40603, 0.39588], [0.97984, -0.32849, 4.68952], [2.18620, -0.98989, 4.52049], [2.86466, -0.86318, 3.31637], [2.30391, -0.08829, 2.31283], [1.08135, 0.46300, 2.44174], [0.45410, 0.36319, 3.61002], [2.97563, 0.22746, 1.02689], [4.31863, 0.05578, 0.72647], [4.76448, 0.47340, -0.52284], [3.88937, 1.05269, -1.43138], [2.55866, 1.18779, -1.05348], [2.15314, 0.78026, 0.14132], [1.45597, 1.73828, -1.87989], [1.67361, 2.53619, -2.99157], [0.57852, 3.01726, -3.69532], [-0.69610, 2.68965, -3.26212], [-0.83028, 1.89341, -2.13724], [0.21549, 1.42973, -1.45250], [0.45417, -0.34818, 5.63372], [2.60345, -1.58734, 5.31980], [3.81234, -1.36079, 3.16216], [-0.50217, 0.86689, 3.68352], [5.01129, -0.37666, 1.43432], [5.80546, 0.34775, -0.78884], [4.24220, 1.37020, -2.40176], [2.67829, 2.79497, -3.29305], [0.72525, 3.64206, -4.56566], [-1.57029, 3.04537, -3.78778], [-1.80788, 1.61163, -1.76338], [-7.76702, 0.29659, -1.52111], [-6.51413, 0.32122, -0.69718], [-5.43332, -0.50206, -1.01260], [-4.26257, -0.46301, -0.27518], [-4.19008, 0.38550, 0.81783], [-5.24454, 1.22986, 1.14745], [-6.39856, 1.19373, 0.38580], [-2.74023, 0.51892, 1.84190], [-1.56659, 0.22820, 0.91366], [-2.90366, -0.85237, 3.01277], [-3.10102, -0.32454, 4.31259], [-3.31093, -1.14947, 5.37487], [-3.25845, -2.55097, 5.20450], [-3.44778, -3.42336, 6.30116], [-3.33529, -4.77443, 6.14059], [-3.02246, -5.30881, 4.87486], [-2.86856, -4.49398, 3.78844], [-2.99795, -3.08746, 3.91483], [-2.87450, -2.21144, 2.78869], [-2.77859, -2.86461, 1.45167], [-3.93843, -3.48299, 0.89362], [-5.20922, -3.39490, 1.50738], [-6.30868, -3.95059, 0.91532], [-6.19471, -4.63003, -0.31280], [-4.97842, -4.73853, -0.92686], [-3.82384, -4.16505, -0.34720], [-2.56500, -4.24772, -0.99526], [-1.46708, -3.65307, -0.45370], [-1.59062, -2.96723, 0.77010], [-0.14958, -2.14013, 1.41841], [0.46150, -1.46403, 0.19288], [0.93690, -3.52947, 1.69906], [2.03417, -3.73700, 0.88355], [2.89774, -4.78566, 1.16956], [2.67663, -5.62205, 2.26008], [3.59818, -6.76418, 2.57318], [1.56538, -5.38133, 3.07304], [0.70223, -4.33583, 2.80567], [-7.84222, -0.62208, -2.09985], [-7.77606, 1.13544, -2.22027], [-8.65128, 0.39364, -0.89256], [-5.50843, -1.19183, -1.84472], [-3.41183, -1.06789, -0.55724], [-5.15846, 1.90043, 1.99442], [-7.21715, 1.85652, 0.63652], [-3.10772, 0.75166, 4.44307], [-3.49509, -0.74650, 6.36271], [-3.68842, -2.99781, 7.26732], [-3.48168, -5.43871, 6.98157], [-2.90906, -6.37925, 4.76408], [-2.63846, -4.92790, 2.82420], [-5.31198, -2.87750, 2.45305], [-7.27651, -3.87152, 1.39266], [-7.07672, -5.06189, -0.76667], [-4.88398, -5.26351, -1.86936], [-2.48917, -4.79323, -1.92748], [-0.49905, -3.69147, -0.93732], [2.20903, -3.08654, 0.03595], [3.75203, -4.95615, 0.52627], [4.42192, -6.82161, 1.86520], [3.05112, -7.70775, 2.54842], [4.00998, -6.66263, 3.57825], [1.37676, -6.02664, 3.92245], [-0.15173, -4.14674, 3.44896]], "mulliken_charge": [-0.209, -0.741, -0.632, -0.676, 0.769, -0.460, -0.286, 0.407, -0.687, -0.759, -0.962, 0.737, 0.422, 0.657, -0.948, -0.435, -0.877, -0.132, 0.085, 0.482, 0.493, 0.377, 0.758, 0.423, 0.474, 0.390, 0.380, 0.453, 0.453, 0.469, -1.658, 0.868, -0.619, -0.338, 0.807, -0.668, -0.788, -0.148, 1.751, 1.361, -0.769, -1.211, 0.842, -0.857, -0.790, -0.925, -0.813, 1.007, -1.178, 0.110, 1.321, -0.760, -1.069, -0.764, -1.004, 0.874, -1.399, -1.234, 0.839, 1.686, -1.072, 0.072, -0.652, -0.985, 0.994, -1.566, -0.822, -0.588, 0.368, 0.322, 0.420, 0.420, 0.454, 0.479, 0.440, 0.537, 0.441, 0.491, 0.420, 0.504, 0.580, 0.523, 0.478, 0.459, 0.484, 0.429, 0.597, 0.529, 0.362, 0.368, 0.356, 0.350, 0.482, 0.426]}